Record 1
Density functional theory data (ωB97M-V/def2-TZVPD) for a cluster of 2 separate species, C5H14 in total.

Calculated values
* electronic energy: -198.8660 hartree
* gap between HOMO and LUMO: 12.2 eV
* ΔE to the lowest compared entry with this formula, charge and spin: 60.9 kJ/mol
* 2S+1: 1

Each line ends with the natural charge from an NBO analysis.
CARTESIAN COORDINATES (ANGSTROEM)
C 1.2762 -1.2325 -1.2104  -0.61
C 0.3669 -1.5432 -0.0356  -0.40
C 1.1386 -2.1088 1.1625  -0.61
H 1.7212 -2.1389 -1.6102  0.21
H 0.8034 -0.6687 -2.0162  0.21
H 2.0064 -0.4621 -0.9185  0.20
H -0.1157 -0.6461 0.3615  0.20
H -0.5129 -2.0879 -0.3926  0.20
H 1.7107 -1.3511 1.6834  0.21
H 0.3781 -2.4972 1.8546  0.21
H 1.6872 -3.0122 0.8952  0.20
C -0.8738 1.7719 -0.1026  -0.61
C -1.8238 2.9095 0.1628  -0.62
H -0.9774 1.4602 -1.1462  0.21
H 0.1814 1.9346 0.1008  0.21
H -1.2332 0.9438 0.5003  0.21
H -1.9834 3.7384 -0.5216  0.21
H -2.8015 2.5639 0.5284  0.21
H -1.5942 3.4335 1.1109  0.20

Cartesian forces (eV/Å) of the 2 atoms listed first:
C 0.0 1.3 0.0
C -0.2 0.9 0.2



Record 2
Density functional theory data (ωB97M-V/def2-TZVPD) for a cluster of 2 separate species, C5H14 in total.

Calculated values
* electronic energy: -198.8795 hartree
* gap between HOMO and LUMO: 12.4 eV
* ΔE to the lowest compared entry with this formula, charge and spin: 25.5 kJ/mol
* 2S+1: 1

Each line ends with the natural charge from an NBO analysis.
CARTESIAN COORDINATES (ANGSTROEM)
C 2.5979 0.0393 -0.4192  -0.61
C 2.2212 -0.0092 1.0418  -0.40
C 1.1110 -1.0259 1.3312  -0.60
H 3.5394 0.5379 -0.5764  0.21
H 1.8695 0.5539 -1.0523  0.20
H 2.6629 -0.9631 -0.8340  0.20
H 3.1096 -0.2648 1.6316  0.19
H 1.8832 0.9406 1.4714  0.19
H 0.3392 -0.9719 0.5641  0.20
H 1.5324 -2.0318 1.2267  0.20
H 0.7670 -0.9182 2.3562  0.21
C -2.4371 0.8956 -1.4444  -0.61
C -3.2382 0.0725 -0.4338  -0.61
H -2.4887 0.5053 -2.4444  0.20
H -2.8325 1.9128 -1.3949  0.21
H -1.3905 0.9589 -1.1559  0.20
H -4.1826 -0.1571 -0.9304  0.20
H -3.4177 0.5745 0.5213  0.20
H -2.8647 -0.8960 -0.0970  0.20

Cartesian forces (eV/Å) of the 2 atoms listed first:
C -0.4 0.2 -0.4
C -0.3 -0.1 0.8



Record 3
Density functional theory data (ωB97M-V/def2-TZVPD) for a cluster of 2 separate species, C5H14 in total.

Calculated values
* electronic energy: -198.8315 hartree
* gap between HOMO and LUMO: 12.0 eV
* ΔE to the lowest compared entry with this formula, charge and spin: 151.3 kJ/mol
* 2S+1: 1

Each line ends with the natural charge from an NBO analysis.
CARTESIAN COORDINATES (ANGSTROEM)
C -1.1011 0.5685 2.6486  -0.63
C 0.0787 0.6751 1.5405  -0.41
C 0.1671 2.0820 0.9651  -0.61
H -1.9017 1.2980 2.5846  0.20
H -0.8212 0.7738 3.7448  0.20
H -1.4258 -0.4498 2.6363  0.21
H 1.0223 0.6467 2.0863  0.20
H 0.1053 -0.3433 0.9870  0.21
H 0.8761 2.0368 0.0500  0.21
H -0.8303 2.2775 0.6652  0.20
H 0.5377 2.7612 1.8344  0.21
C -0.1393 -2.1840 -2.3434  -0.61
C 0.9859 -1.0602 -2.7147  -0.61
H 0.4089 -3.2325 -2.2429  0.20
H -0.5365 -1.8225 -1.4211  0.20
H -0.9172 -2.1935 -3.1340  0.21
H 1.5675 -1.2931 -3.6265  0.21
H 1.5987 -0.8370 -1.8518  0.20
H 0.3682 -0.1113 -2.8891  0.20

Cartesian forces (eV/Å) of the 2 atoms listed first:
C 1.9 0.6 1.0
C 0.0 -1.3 2.7



Record 4
Density functional theory data (ωB97M-V/def2-TZVPD) for a cluster of 2 separate species, C5H14 in total.

Calculated values
* electronic energy: -198.8400 hartree
* gap between HOMO and LUMO: 12.0 eV
* ΔE to the lowest compared entry with this formula, charge and spin: 128.9 kJ/mol
* 2S+1: 1

Each line ends with the natural charge from an NBO analysis.
CARTESIAN COORDINATES (ANGSTROEM)
C -1.0191 1.7215 -1.2421  -0.61
C 0.5194 1.4752 -1.5368  -0.41
C 1.1345 0.8056 -0.3658  -0.64
H -1.1351 2.4415 -0.4237  0.20
H -1.6444 2.1048 -2.0353  0.21
H -1.5970 0.8031 -1.0342  0.20
H 0.9539 2.4116 -1.9184  0.20
H 0.4217 0.8071 -2.4170  0.20
H 2.2568 0.9408 -0.1675  0.22
H 0.7798 -0.2375 -0.5114  0.22
H 0.9176 1.0797 0.6617  0.21
C -0.7927 -1.7747 0.8670  -0.64
C 0.3726 -1.7406 1.8357  -0.62
H -1.2118 -0.7706 0.7907  0.22
H -0.6002 -1.9856 -0.2137  0.20
H -1.3196 -2.6931 1.1058  0.22
H 0.5851 -2.7639 2.1963  0.20
H 0.0176 -1.2994 2.7754  0.20
H 1.3608 -1.3256 1.6334  0.21

Cartesian forces (eV/Å) of the 2 atoms listed first:
C 0.1 0.1 0.5
C -2.9 1.1 -1.4



Record 5
Density functional theory data (ωB97M-V/def2-TZVPD) for a cluster of 2 separate species, C5H14 in total.

Calculated values
* electronic energy: -198.8242 hartree
* gap between HOMO and LUMO: 12.1 eV
* ΔE to the lowest compared entry with this formula, charge and spin: 170.6 kJ/mol
* 2S+1: 1

Each line ends with the natural charge from an NBO analysis.
CARTESIAN COORDINATES (ANGSTROEM)
C 1.3018 1.0728 -2.1837  -0.61
C -0.1725 0.5001 -2.4566  -0.38
C -1.1415 0.9267 -1.2397  -0.62
H 1.2314 1.7923 -1.4429  0.20
H 1.7041 1.5495 -3.0865  0.20
H 1.9326 0.1292 -2.0325  0.21
H -0.5257 0.7189 -3.3630  0.19
H -0.1552 -0.5796 -2.4686  0.19
H -0.5292 1.2935 -0.3388  0.20
H -1.8495 1.7481 -1.5027  0.21
H -1.6502 -0.0281 -0.9086  0.21
C -0.2684 -0.9604 1.9387  -0.64
C 0.2282 -1.3733 3.3624  -0.62
H -0.9615 -0.0266 1.7708  0.21
H 0.7402 -0.6587 1.5913  0.21
H -0.8501 -1.8056 1.4174  0.21
H -0.2989 -0.6790 4.0575  0.21
H 1.3217 -1.1904 3.3835  0.20
H -0.0571 -2.4293 3.5021  0.21

Cartesian forces (eV/Å) of the 2 atoms listed first:
C -0.7 -3.4 -2.9
C 1.6 0.2 5.1



Record 6
Density functional theory data (ωB97M-V/def2-TZVPD) for a cluster of 2 separate species, C5H14 in total.

Calculated values
* electronic energy: -198.8809 hartree
* gap between HOMO and LUMO: 12.4 eV
* ΔE to the lowest compared entry with this formula, charge and spin: 21.6 kJ/mol
* 2S+1: 1

Each line ends with the natural charge from an NBO analysis.
CARTESIAN COORDINATES (ANGSTROEM)
C 2.2980 0.1285 -2.0602  -0.60
C 1.0892 0.1875 -1.1434  -0.40
C -0.2483 0.1274 -1.9127  -0.62
H 3.2443 0.2674 -1.5439  0.21
H 2.2246 0.9171 -2.8196  0.20
H 2.3257 -0.8278 -2.5867  0.20
H 1.1090 -0.5858 -0.3817  0.20
H 1.1054 1.0985 -0.5467  0.20
H -0.9377 -0.5895 -1.4596  0.21
H -0.7637 1.0851 -1.8394  0.21
H -0.1171 -0.1119 -2.9610  0.21
C -0.7859 -0.1034 2.2950  -0.61
C -2.2352 -0.2748 2.7445  -0.61
H -0.6540 0.0989 1.2279  0.20
H -0.3309 0.7385 2.8125  0.20
H -0.1670 -0.9607 2.5446  0.20
H -2.2922 -0.9843 3.5770  0.21
H -2.8982 -0.6292 1.9541  0.20
H -2.6683 0.6683 3.0743  0.20

Cartesian forces (eV/Å) of the 2 atoms listed first:
C -0.1 0.1 -0.3
C -0.4 0.2 0.1



Record 7
Density functional theory data (ωB97M-V/def2-TZVPD) for a cluster of 2 separate species, C5H14 in total.

Calculated values
* electronic energy: -198.8244 hartree
* gap between HOMO and LUMO: 11.8 eV
* ΔE to the lowest compared entry with this formula, charge and spin: 170.0 kJ/mol
* 2S+1: 1

Each line ends with the natural charge from an NBO analysis.
CARTESIAN COORDINATES (ANGSTROEM)
C 0.5290 1.2281 1.8797  -0.62
C -1.0845 1.0885 2.0276  -0.39
C -1.8450 1.0808 0.6799  -0.62
H 0.7635 1.6450 0.8196  0.21
H 0.9865 0.3299 2.2206  0.21
H 0.9378 2.0549 2.5713  0.20
H -1.1482 0.0783 2.6264  0.20
H -1.4356 1.8778 2.6075  0.20
H -2.5614 0.1414 0.6933  0.21
H -2.2889 1.9371 0.3176  0.21
H -1.0732 0.5441 0.0085  0.21
C 0.8254 -2.3251 -2.2919  -0.62
C 1.3923 -0.9225 -2.0826  -0.63
H 1.4224 -2.9774 -2.9100  0.21
H 0.8024 -2.9313 -1.3359  0.20
H -0.1830 -2.2719 -2.6100  0.21
H 1.2336 -0.2279 -1.2258  0.22
H 2.4989 -0.8665 -2.0736  0.21
H 1.1425 -0.2320 -2.9863  0.20

Cartesian forces (eV/Å) of the 2 atoms listed first:
C -1.4 3.4 -0.5
C 2.2 -2.2 -0.1



Record 8
Density functional theory data (ωB97M-V/def2-TZVPD) for a cluster of 2 separate species, C5H14 in total.

Calculated values
* electronic energy: -198.8515 hartree
* gap between HOMO and LUMO: 11.9 eV
* ΔE to the lowest compared entry with this formula, charge and spin: 98.9 kJ/mol
* 2S+1: 1

Each line ends with the natural charge from an NBO analysis.
CARTESIAN COORDINATES (ANGSTROEM)
C -1.8075 -1.6517 -0.3116  -0.63
C -0.2757 -1.5725 -0.4140  -0.41
C 0.2413 -1.9061 -1.7832  -0.61
H -2.4036 -2.1263 -1.0865  0.21
H -2.3517 -0.7192 -0.1096  0.21
H -2.0991 -2.1250 0.6404  0.21
H -0.0661 -0.5205 -0.2322  0.20
H 0.2255 -2.0549 0.4240  0.20
H -0.2492 -1.2727 -2.5292  0.20
H 1.3019 -1.8277 -2.0238  0.21
H -0.1757 -2.8701 -2.1202  0.20
C 1.7119 2.5217 0.9150  -0.61
C 0.2481 2.2978 1.4714  -0.63
H 1.7227 3.4200 0.2973  0.21
H 2.3303 2.4663 1.7950  0.21
H 1.9332 1.7055 0.2278  0.20
H 0.0456 1.2111 1.3764  0.20
H -0.5549 2.7524 0.9045  0.21
H 0.2232 2.2719 2.5586  0.21

Cartesian forces (eV/Å) of the 2 atoms listed first:
C -1.1 -0.1 1.8
C -0.4 1.5 0.2



Record 9
Density functional theory data (ωB97M-V/def2-TZVPD) for a cluster of 2 separate species, C5H14 in total.

Calculated values
* electronic energy: -198.8405 hartree
* gap between HOMO and LUMO: 12.1 eV
* ΔE to the lowest compared entry with this formula, charge and spin: 127.8 kJ/mol
* 2S+1: 1

Each line ends with the natural charge from an NBO analysis.
CARTESIAN COORDINATES (ANGSTROEM)
C 1.2343 1.2220 -1.1389  -0.61
C 0.4136 0.5506 -2.3435  -0.40
C -0.6453 -0.2263 -1.6384  -0.60
H 2.1176 1.7673 -1.4967  0.21
H 1.6105 0.4056 -0.3864  0.20
H 0.6040 2.0383 -0.7795  0.21
H 0.0455 1.4420 -2.7616  0.19
H 0.9700 0.0368 -3.1240  0.20
H -1.3527 -0.7005 -2.3209  0.20
H -0.2353 -1.0332 -1.1689  0.20
H -1.2206 0.4490 -0.9051  0.20
C -1.0156 -0.4066 1.9877  -0.62
C 0.0823 -1.1162 2.8226  -0.62
H -0.4958 0.0913 1.1620  0.21
H -1.7475 -1.2450 1.7847  0.21
H -1.5578 0.3729 2.5610  0.20
H 0.9783 -0.3578 2.9597  0.21
H 0.2470 -2.1830 2.4908  0.21
H -0.3787 -1.2249 3.8478  0.20

Cartesian forces (eV/Å) of the 2 atoms listed first:
C 1.3 -1.6 -0.8
C 1.4 1.2 2.3



Record 10
Density functional theory data (ωB97M-V/def2-TZVPD) for a cluster of 2 separate species, C5H14 in total.

Calculated values
* electronic energy: -198.8465 hartree
* gap between HOMO and LUMO: 11.8 eV
* ΔE to the lowest compared entry with this formula, charge and spin: 111.9 kJ/mol
* 2S+1: 1

Each line ends with the natural charge from an NBO analysis.
CARTESIAN COORDINATES (ANGSTROEM)
C -1.8457 1.3889 0.0032  -0.61
C -0.7006 2.0539 0.7102  -0.41
C 0.6237 1.5076 0.2427  -0.61
H -2.2066 1.8044 -0.9227  0.21
H -2.7850 1.3588 0.5853  0.21
H -1.6610 0.2950 -0.0919  0.20
H -0.6680 3.1197 0.4548  0.20
H -0.8035 1.8570 1.7825  0.20
H 0.7319 1.3890 -0.8502  0.20
H 1.5994 1.9363 0.4825  0.22
H 0.7372 0.4690 0.5727  0.19
C 1.3548 -1.8517 -0.8313  -0.63
C 0.5158 -2.8453 -0.0796  -0.65
H 2.3470 -1.7407 -0.3642  0.21
H 1.4390 -2.1405 -1.8800  0.21
H 1.0274 -0.8055 -0.7429  0.22
H -0.3735 -2.4209 0.4586  0.21
H 0.8435 -3.0872 0.9484  0.21
H 0.0818 -3.7429 -0.4960  0.22

Cartesian forces (eV/Å) of the 2 atoms listed first:
C -1.6 -1.7 0.7
C 0.7 0.8 -0.3